{
  "formula": "C4H9N",
  "method": "ωB97M-V with the def2-TZVPD basis set",
  "symbols": ["C", "C", "C", "H", "H", "H", "H", "H", "H", "C", "N", "H", "H", "H"],
  "positions_angstrom": [[1.779, -1.048, 1.058], [1.510, 0.169, 0.435], [1.458, 0.436, -1.046], [2.177, -1.158, 2.074], [1.752, -1.990, 0.394], [1.427, 1.110, 0.925], [0.463, 0.834, -1.377], [1.615, -0.546, -1.607], [2.310, 1.139, -1.345], [-2.120, 0.109, 0.414], [-2.615, 0.231, -0.759], [-1.508, -0.763, 0.666], [-2.386, 0.792, 1.238], [-3.302, 0.968, -0.828]],
  "max_force_ev_per_a": 3.0,
  "de_lowest_kcal_mol": 45.8,
  "homo_lumo_gap_ev": 10.53,
  "energy_ha": -212.47820,
  "e_lumo_ev": 1.2,
  "homo_ev": -9.357
}